A cluster of 2 separate species, C13H17NO3 in total in a non-equilibrium geometry. Source: the OMol25 dataset; level of theory: ωB97M-V/def2-TZVPD.

Last column: natural (NBO) charge in e.
Positions of all 34 atoms, in Å:
C -0.99846 0.54222 0.48079  -0.37
C -0.04196 -0.34845 0.92114  0.26
N 1.28021 -0.16714 1.00836  -0.42
C 2.19295 -1.13520 1.60722  -0.20
C 3.59658 -0.53974 1.43520  -0.41
C 3.42930 0.82562 0.75579  -0.41
C 1.92187 1.06353 0.57921  -0.20
C -0.67559 -1.65733 1.37198  -0.45
C -2.18311 -1.42218 1.16490  -0.39
C -2.37004 0.08386 0.81770  -0.41
H -0.77719 1.56932 0.19047  0.20
H 1.95719 -1.29285 2.67416  0.19
H 2.10261 -2.11537 1.11325  0.20
H 4.08062 -0.44004 2.40878  0.21
H 4.20227 -1.20815 0.82001  0.22
H 3.86499 1.62854 1.35244  0.21
H 3.90987 0.82743 -0.22466  0.21
H 1.66328 1.29183 -0.46658  0.18
H 1.58069 1.92014 1.18610  0.19
H -0.44269 -1.88712 2.42481  0.21
H -0.32093 -2.50699 0.76648  0.22
H -2.76305 -1.70412 2.04705  0.21
H -2.52694 -2.03210 0.32386  0.21
H -3.10049 0.23817 0.01895  0.19
H -2.74982 0.60840 1.70896  0.19
O -3.95879 1.41575 -4.22509  -0.50
C -2.95732 1.11365 -3.62174  0.75
C -1.97834 1.89062 -2.84977  -0.29
C -1.07302 1.05652 -2.30517  -0.22
C -1.35438 -0.30113 -2.79673  0.74
O -0.76548 -1.34621 -2.61855  -0.50
O -2.52201 -0.23254 -3.55640  -0.51
H -2.05017 2.96660 -2.75920  0.24
H -0.17264 1.29447 -1.75371  0.26

Forces on atoms 1 to 2 (eV/Å):
C 1.603 -0.338 0.829
C -2.042 0.436 -0.323

Calculated values
Total charge: 0
Orbital gap, eV: 6.3535
Molar mass, Da: 235.3
E_HOMO, eV: -7.32
Energy relative to the best compared isomer or geometry (same formula, charge and spin), kcal/mol: 56.2
SMILES: C1=C(N2CCCC2)CCC1.O=C1C=CC(=O)O1